Molecular formula: C2H4N2O2
Method: DFT, wB97M-V/def2-TZVPD

Last column: Mulliken charge in e.
Element x y z (Å)
C 0.05 -0.99 0.95  0.07
C 0.94 0.15 -1.15  0.17
H -0.73 1.48 0.90  0.28
H -1.96 0.65 -0.12  0.26
H -0.84 -0.79 1.56  0.38
H 0.51 0.85 -1.95  0.30
N -0.95 0.96 0.03  -0.76
N 0.04 -0.03 -0.06  0.26
O 0.92 -1.82 1.04  -0.48
O 2.01 -0.46 -1.21  -0.48

Summary:
energy above the lowest of the compared OMol25 structures with the same formula, charge and spin: 61.1 kcal/mol
maximum force: 0.06242 Eh/bohr
gap between HOMO and LUMO: 10.5675 eV
calculated total energy: -338.555809 hartree
highest occupied orbital energy: -0.3687 Ha
charge: 0